No. 1
Below is C19H22BiN7O4S2 as an isolated structure, with properties calculated with ωB97M-V/def2-TZVPD.

## Properties
LUMO (spin up / spin down) ... 2.714 / 2.709 eV
HOMO (spin up / spin down) ... -2.485 / -4.474 eV
<S²> ... 0.7686
2S+1 ... 2
E_tot ... -2432.4637 Ha
Charge ... -1
ΔE to the lowest compared entry with this formula, charge and spin ... 10.3 kcal per mole

Geometry as XYZ:
```
55
C19H22BiN7O4S2 (ωB97M-V/def2-TZVPD)
H -4.25371 0.99095 -2.10959
S -2.64005 1.28825 3.19311
O -3.01414 1.04909 -0.09667
N 0.21200 0.73616 3.40384
H 3.18897 0.48507 4.93985
C -3.52756 2.71755 -3.20713
N -0.47691 0.27730 -2.20755
N -2.85867 1.95796 -1.02667
S -1.13095 3.38179 0.57885
C 1.51809 0.81143 3.57769
H 1.71768 -1.94686 -4.60925
O 1.10351 -3.82974 -4.14811
C 2.31773 0.91821 2.41708
N -2.44698 0.47942 5.70344
O -1.60200 -2.40073 -0.03918
H -0.57748 -2.69374 -4.59368
H 3.83866 1.10937 -1.13156
H -1.98259 -0.14408 6.30536
C 3.47071 1.01173 -0.13717
O -1.56416 -1.63258 2.06255
Bi -0.90457 0.58806 1.32206
H -0.26817 -3.94830 -1.77159
H -1.50328 -2.75530 -2.26978
C 3.73248 0.93134 2.29856
N 0.46145 -2.02160 -2.12060
C -0.02011 -0.78137 -2.18773
C 2.12246 0.59147 4.93878
C 1.87433 -2.32906 -2.44844
C -3.59458 1.81202 -2.15330
C -0.48745 -3.12369 -2.46132
H -2.41841 4.44574 -3.96706
H 1.68381 -0.28223 5.42532
C -1.81314 -2.50380 1.16374
H -3.43663 0.32345 5.58281
H -0.85863 -4.36560 -4.16079
H 4.36555 0.89934 3.17130
C -1.99442 3.03732 -0.86705
H 5.37660 0.99065 0.92857
C -1.81511 3.83065 -2.00633
H 2.18011 -3.22533 -1.87354
H 3.00015 -3.12712 -4.12972
H 1.49724 1.16451 -0.81003
C 4.28381 0.97480 1.02075
C -0.29932 -3.49874 -3.91000
C 2.09993 1.03222 0.05145
N 1.53749 0.95030 1.24602
H -2.32047 -3.39562 1.52874
C -1.74159 0.70161 4.56441
H -1.14315 4.65856 -1.88973
C -2.56885 3.71378 -3.15513
H 2.52345 -1.51702 -2.14755
H 1.87136 1.40975 5.58884
N -0.47988 0.49065 4.56471
C 1.98276 -2.73127 -3.91509
H -4.21737 2.49328 -4.02648
```

Results of the Mulliken charge analysis, in e, for atoms 1 through 4: H 0.46; S -0.55; O -0.84; N 0.45

No. 2
Below is C19H22BrN5O2 as an isolated structure, with properties calculated with ωB97M-V/def2-TZVPD.

## Properties
LUMO ... 0.257 eV
HOMO ... -7.699 eV
2S+1 ... 1
E_tot ... -3734.8597 Ha
ΔE to the lowest compared entry with this formula, charge and spin ... 442.1 kcal per mole

Geometry as XYZ:
```
49
C19H22BrN5O2 (ωB97M-V/def2-TZVPD)
H 0.66030 2.05768 -5.31379
C 1.91642 2.66018 -3.66897
C -0.24500 2.05754 1.51291
O 2.76657 0.56576 -0.04475
H -2.32491 -4.97220 4.25045
H 3.11919 3.14704 -2.12779
H -1.74118 -4.14405 1.50167
H 0.09084 -4.68767 4.61345
C -1.73325 1.12131 3.08307
C 2.65026 -2.19790 1.10868
C -0.39120 1.95102 -3.18636
C 0.53847 -2.22460 2.29385
C -1.82363 -4.26587 3.36984
H -2.41754 2.00716 2.84898
N -0.69495 0.75463 2.22389
H 1.15640 -4.31943 1.11456
H 3.21381 -2.76355 1.87564
C 0.89715 2.15549 -4.18637
C 1.14535 2.75566 -1.37542
H 2.38656 3.17913 0.25694
C 1.59363 0.73552 0.87456
H 3.42280 -1.23223 0.87268
C 1.41137 3.10388 0.09252
H 2.59243 -2.91154 0.08009
C 0.17367 -0.18278 2.20863
C -0.13238 -5.58888 2.16071
C -0.15541 -3.87160 3.95957
Br -1.79632 1.20694 -4.10307
H -2.36951 -3.11362 3.44344
C 1.10109 -0.37183 1.53691
O -0.98899 2.91165 1.46996
H -1.76526 0.90107 4.21569
H 2.95862 2.93470 -4.31080
H 0.72072 3.84142 0.45372
C -0.16060 2.22404 -1.97000
H -1.04260 2.12723 -1.16010
C 1.08343 -4.72372 2.14228
H -2.37382 -5.54009 2.04023
H -2.53067 0.23237 2.69920
N 0.62973 -3.59867 2.90313
H -0.12108 -6.36079 1.17602
H 1.88456 -5.03741 2.48027
H -0.13713 -6.28042 3.04338
N 0.95288 1.73310 0.77357
N -0.32811 -1.34525 2.79908
H -0.59166 -2.85978 4.80086
N 1.49486 -1.61507 1.51840
C 2.21205 2.88605 -2.52290
C -1.49274 -4.83583 2.18990
```

Results of the Mulliken charge analysis, in e, for atoms 1 through 4: H 0.28; C -0.29; C 0.19; O -0.82

No. 3
Below is the molecule C19H22ClN3O4S, with properties calculated with ωB97M-V/def2-TZVPD.

## Properties
LUMO ... 0.338 eV
HOMO ... -8.150 eV
2S+1 ... 1
E_tot ... -2060.8228 Ha
ΔE to the lowest compared entry with this formula, charge and spin ... 29.8 kcal per mole

Geometry as XYZ:
```
50
C19H22ClN3O4S (ωB97M-V/def2-TZVPD)
H 3.75708 -2.35372 -6.09610
H 1.85793 0.26820 3.02719
C 1.49975 0.69405 2.10344
H -1.91443 0.47590 3.45474
H 2.83544 -3.99750 -2.13924
C 1.33976 -2.90285 -1.07050
Cl 3.53621 -0.61407 0.91928
C 2.13850 -2.33707 -3.27680
N -2.87263 2.12058 1.00216
H 0.27298 2.26849 -1.19564
H -2.89964 -0.96172 -0.30369
C -2.72823 0.36067 2.73619
N -0.35973 -1.49856 -0.01210
O -1.58987 3.64197 -0.47842
C 2.17002 0.43088 0.91499
C 0.38584 1.51465 2.08574
C 0.44155 -1.00137 -2.22427
H -1.21935 -1.65431 2.83323
H 1.21542 -0.60101 -4.16341
C -3.16997 -0.26234 0.48851
C 2.15837 -3.15863 -2.14794
H -4.14708 1.41640 -0.48768
C -3.17004 1.17764 -0.05113
H -3.52521 -0.22920 3.22159
C 0.47401 -1.81279 -1.09798
H -0.23689 -0.16099 -2.25901
H 3.30284 -0.86156 -5.23819
H -2.66398 -2.35522 2.09294
C -3.29802 1.73223 2.31871
H -2.41302 1.31722 -0.82400
C -0.91330 -2.36678 0.86605
C -1.80432 -1.69031 1.90860
C 1.26666 -1.25388 -3.30649
O 2.99753 -2.67656 -4.27650
H -0.12589 1.77795 2.99642
C 0.62422 1.79940 -0.28994
H 2.03989 -1.90690 -5.95017
H -4.17813 -0.53274 0.84398
N -2.19947 -0.33678 1.57134
H -2.97114 2.52223 2.99358
C -0.06346 2.03238 0.88614
H 1.35770 -3.54723 -0.20806
C 3.01213 -1.89644 -5.44695
H -4.39276 1.70533 2.32272
S -1.52819 3.07945 0.83782
H -0.63924 -0.53076 0.08505
C 1.75729 1.00356 -0.28042
O -0.73758 -3.56426 0.87543
O -1.50098 3.94617 1.97706
H 2.31303 0.82066 -1.18568
```

Results of the Mulliken charge analysis, in e, for atoms 1 through 4: H 0.24; H 0.51; C -0.95; H 0.42